# 1
Formula: C19H25N3O5
Source: OMol25
Level of theory: wB97M-V/def2-TZVPD

Computed properties:
ΔE to the lowest compared entry with this formula, charge and spin = 88.64 kcal per mole
Lowest unoccupied orbital energy = 0.337 eV
Highest occupied orbital energy = -8.59 eV
Total charge = 0
DFT total energy = -1279.455842 Eh
Kohn-Sham gap = 8.927 eV
SMILES = Cc1cc(Cc2ccccc2)n(O)c(=O)c1.CNC(=O)[C@H](CO)NC(C)=O
Spin multiplicity = 1
Max |F| = 0.0481 hartree/bohr

Geometry as XYZ:
```
52
Properties=species:S:1:pos:R:3:nbo_charge:R:1
C 1.4677 -1.4404 1.8952 -0.65
C 0.4573 -0.3303 1.8512 0.09
C -0.9617 -0.6283 2.0264 -0.33
C -1.9227 0.3694 2.0167 0.26
C -3.3709 -0.0063 2.2349 -0.47
C -3.5548 -0.5494 3.6302 -0.03
C -3.6044 0.3230 4.7269 -0.16
C -3.7387 -0.1794 6.0258 -0.22
C -3.8226 -1.5593 6.2371 -0.22
C -3.7794 -2.4355 5.1488 -0.20
C -3.6486 -1.9321 3.8508 -0.21
N -1.5305 1.7050 1.8110 -0.11
O -2.4753 2.7722 1.7613 -0.53
C -0.1847 2.0143 1.6334 0.57
O 0.1269 3.1728 1.3815 -0.67
C 0.8298 0.9786 1.6549 -0.34
H 1.4441 -1.9286 2.8743 0.23
H 2.4788 -1.0599 1.7221 0.22
H 1.2407 -2.1852 1.1264 0.23
H -1.2623 -1.6584 2.1915 0.23
H -3.6616 -0.7586 1.4959 0.24
H -4.0276 0.8552 2.0874 0.25
H -3.5304 1.3957 4.5689 0.21
H -3.7755 0.5031 6.8698 0.22
H -3.9256 -1.9494 7.2456 0.22
H -3.8510 -3.5070 5.3106 0.22
H -3.6168 -2.6221 3.0132 0.21
H -1.9820 3.6060 1.6028 0.52
H 1.8638 1.2726 1.5230 0.24
C 0.5105 1.7997 -5.9862 -0.42
N 0.9206 0.9320 -4.8829 -0.60
C 2.0647 1.0630 -4.2003 0.65
O 2.8693 1.9633 -4.4276 -0.63
C 2.3436 0.0301 -3.0975 -0.15
C 1.7162 0.4899 -1.7792 -0.06
O 0.3105 0.5601 -1.9106 -0.73
N 3.7821 -0.2182 -2.9055 -0.60
C 4.5898 -0.9226 -3.6962 0.68
C 4.0373 -1.6027 -4.9341 -0.72
O 5.7725 -1.0407 -3.4184 -0.63
H -0.0357 2.6596 -5.5945 0.20
H 1.3897 2.1621 -6.5247 0.23
H -0.1273 1.2496 -6.6796 0.20
H 0.2731 0.2267 -4.5645 0.40
H 1.8617 -0.9067 -3.3760 0.20
H 2.1090 1.4738 -1.5138 0.18
H 1.9672 -0.2194 -0.9887 0.17
H -0.0386 1.0843 -1.1810 0.49
H 4.2514 0.2744 -2.1626 0.41
H 4.8499 -2.1290 -5.4330 0.25
H 3.6338 -0.8514 -5.6100 0.23
H 3.2667 -2.3156 -4.6506 0.22
```


# 2
Formula: C3H5N3OS
Source: OMol25
Level of theory: wB97M-V/def2-TZVPD

Computed properties:
ΔE to the lowest compared entry with this formula, charge and spin = 18.42 kcal per mole
Lowest unoccupied orbital energy = -0.566 eV
Highest occupied orbital energy = -9.25 eV
Total charge = 0
DFT total energy = -755.009701 Eh
Kohn-Sham gap = 8.680 eV
SMILES = [H]/N=C(\N)N(C=O)C=S
Spin multiplicity = 1
Max |F| = 0.0308 hartree/bohr

Geometry as XYZ:
```
13
Properties=species:S:1:pos:R:3:nbo_charge:R:1
H -0.8950 -2.6488 -1.4755 0.35
N -0.2376 -1.8656 -1.4904 -0.71
C -0.3685 -1.2152 -0.3919 0.59
N -1.0769 -1.5211 0.7672 -0.83
N 0.4528 -0.0689 -0.2270 -0.51
C 1.7052 -0.0751 -0.8593 0.56
O 2.4555 0.8681 -0.8775 -0.54
C 0.0839 1.1021 0.3995 -0.06
S -1.3048 1.4549 1.2051 -0.06
H -1.7718 -2.2608 0.6392 0.39
H -1.3951 -0.7543 1.3504 0.41
H 1.8991 -1.0825 -1.2946 0.17
H 0.9047 1.8421 0.2795 0.25
```


# 3
Formula: C12H16N2O
Source: OMol25
Level of theory: wB97M-V/def2-TZVPD

Computed properties:
ΔE to the lowest compared entry with this formula, charge and spin = 0.00 kcal per mole
Lowest unoccupied orbital energy = -8.190 eV
Highest occupied orbital energy = -17.25 eV
Total charge = +2
DFT total energy = -650.902482 Eh
Kohn-Sham gap = 9.062 eV
Spin multiplicity = 1
Max |F| = 0.1033 hartree/bohr

Geometry as XYZ:
```
31
Properties=species:S:1:pos:R:3:nbo_charge:R:1
C -2.8984 0.3576 -1.4530 -0.08
C -1.5272 -0.0480 -1.5265 -0.21
C -3.5202 0.2149 -0.2372 -0.21
C -2.8460 -0.3370 0.8499 0.14
C 1.2280 1.4998 -0.0431 -0.43
C 1.4665 0.1319 -0.0722 0.50
C -0.8875 -0.3946 -0.3529 0.35
C 0.0786 2.0504 0.1283 0.84
C 2.4560 2.4150 -0.0140 -0.61
C 2.8518 -0.4254 -0.0934 -0.66
C 0.7692 -2.1488 -0.6968 -0.47
C -0.9384 -1.0765 1.9938 -0.44
N 0.5227 -0.7956 -0.3374 -0.39
N -1.5443 -0.6038 0.8068 -0.27
O -0.9095 2.6207 0.2859 -0.33
H -3.3785 0.8993 -2.3944 0.30
H -0.9418 0.2614 -2.5130 0.30
H -4.4724 0.7292 0.0313 0.29
H -3.3225 -0.6758 1.7092 0.25
H 3.0234 2.0856 -0.9560 0.25
H 3.1352 2.5229 0.8088 0.27
H 2.1075 3.4616 -0.3114 0.27
H 3.4625 0.4314 -0.1166 0.26
H 2.9010 -1.0626 -0.8513 0.25
H 3.0547 -0.8167 0.8976 0.28
H 1.4302 -2.6736 0.0722 0.26
H 1.1939 -2.1653 -1.7565 0.26
H -0.2578 -2.7637 -0.7722 0.26
H 0.0321 -1.5090 1.7965 0.24
H -0.7088 -0.2534 2.6176 0.25
H -1.5598 -1.9317 2.5003 0.28
```


# 4
Formula: CH3O2S2
Source: OMol25
Level of theory: wB97M-V/def2-TZVPD

Computed properties:
ΔE to the lowest compared entry with this formula, charge and spin = 119.48 kcal per mole
Lowest unoccupied orbital energy (alpha / beta) = 3.005 / 3.029 eV
Highest occupied orbital energy (alpha / beta) = -4.37 / -4.37 eV
Total charge = -1
DFT total energy = -986.635317 Eh
Kohn-Sham gap (alpha / beta) = 7.376 / 7.397 eV
Spin multiplicity = 1
Max |F| = 0.0862 hartree/bohr

Geometry as XYZ:
```
8
Properties=species:S:1:pos:R:3:nbo_charge:R:1
C 0.3088 0.1036 0.9001 -0.77
O -1.4662 -1.1890 -0.5525 -0.96
O 1.4857 -0.9923 -1.9910 -0.72
S -0.9054 1.6943 -1.1060 -0.62
S -0.3823 -0.2025 -0.7876 1.41
H -0.6293 0.5121 1.3648 0.22
H 0.4951 -0.7798 1.3209 0.20
H 1.0936 0.8536 0.8515 0.23
```